[1]
{"formula": "C34H57N3O2PdSSi", "method": "the ωB97M-V functional and the def2-TZVPD basis", "gap_ev": [8.184, 6.348], "total_energy_ha": -2460.01067, "multiplicity": 3, "symbols": ["O", "O", "C", "C", "H", "H", "H", "H", "H", "C", "C", "H", "H", "H", "H", "H", "C", "C", "C", "H", "H", "H", "H", "H", "C", "H", "H", "H", "H", "H", "H", "N", "C", "C", "C", "C", "H", "H", "H", "C", "H", "H", "H", "N", "C", "C", "C", "C", "H", "C", "H", "C", "H", "C", "C", "C", "C", "C", "C", "H", "C", "H", "C", "H", "C", "C", "Pd", "H", "H", "H", "H", "H", "H", "H", "H", "H", "H", "H", "H", "H", "C", "Si", "H", "H", "C", "C", "C", "H", "H", "H", "H", "H", "H", "H", "H", "H", "S", "C", "N"], "positions_angstrom": [[0.167, 2.205, 0.183], [0.963, 4.939, -3.289], [-1.095, 2.831, 0.504], [-1.343, 3.019, 1.988], [-1.847, 2.158, 0.072], [-1.105, 3.790, -0.033], [-1.230, 2.077, 2.552], [-2.372, 3.361, 2.158], [-0.664, 3.769, 2.414], [1.252, 2.724, 0.969], [1.665, 4.133, 0.581], [2.071, 1.999, 0.851], [0.972, 2.722, 2.042], [1.660, 4.289, -0.504], [2.682, 4.295, 0.959], [1.011, 4.883, 1.043], [1.970, 4.773, -4.298], [0.611, 6.305, -3.058], [3.328, 4.427, -3.707], [2.078, 5.689, -4.914], [1.608, 3.951, -4.938], [3.687, 5.226, -3.042], [4.073, 4.326, -4.503], [3.294, 3.480, -3.154], [1.771, 7.190, -2.618], [-0.175, 6.280, -2.287], [0.169, 6.718, -3.989], [2.321, 6.757, -1.775], [1.397, 8.169, -2.309], [2.462, 7.359, -3.450], [-0.500, 3.253, -2.724], [0.675, -1.155, 1.706], [1.020, -2.432, 1.637], [1.204, -3.145, 0.450], [1.306, -2.714, -0.870], [1.225, -3.260, 2.883], [0.525, -2.975, 3.677], [2.261, -3.203, 3.248], [1.029, -4.315, 2.629], [1.851, -3.729, -1.851], [2.770, -3.380, -2.343], [1.118, -4.026, -2.618], [2.107, -4.632, -1.282], [0.998, -1.488, -1.254], [0.803, -0.391, 2.888], [-0.353, 0.013, 3.604], [-1.712, -0.373, 3.106], [-0.210, 0.729, 4.796], [-1.103, 1.002, 5.367], [1.052, 1.082, 5.280], [1.147, 1.665, 6.198], [2.189, 0.685, 4.583], [3.186, 0.929, 4.963], [2.084, -0.053, 3.402], [3.316, -0.515, 2.709], [1.401, -0.890, -2.464], [0.537, -0.959, -3.572], [-0.796, -1.587, -3.370], [0.957, -0.405, -4.782], [0.311, -0.499, -5.657], [2.179, 0.270, -4.864], [2.488, 0.730, -5.808], [3.014, 0.360, -3.746], [3.979, 0.870, -3.808], [2.628, -0.204, -2.526], [3.440, -0.081, -1.281], [-0.349, -0.396, -0.033], [-2.514, 0.118, 3.701], [-1.875, -1.473, 3.148], [-1.856, -0.074, 2.040], [3.170, -0.608, 1.628], [3.651, -1.490, 3.087], [4.138, 0.190, 2.881], [-1.380, -1.572, -4.297], [-1.367, -1.067, -2.584], [-0.697, -2.633, -3.031], [3.504, -1.043, -0.752], [2.990, 0.645, -0.584], [4.461, 0.250, -1.508], [1.422, -4.204, 0.591], [-0.771, 2.488, -3.491], [-1.945, 3.194, -4.789], [0.185, 2.148, -3.920], [-1.212, 1.623, -2.969], [-3.126, 4.485, -4.071], [-3.024, 1.868, -5.608], [-1.179, 4.050, -6.301], [-2.022, 4.503, -6.858], [-0.680, 3.328, -6.970], [-0.474, 4.852, -6.031], [-3.840, 4.014, -3.377], [-3.695, 4.943, -4.902], [-2.581, 5.281, -3.542], [-3.396, 1.131, -4.878], [-2.468, 1.346, -6.406], [-3.893, 2.374, -6.070], [-2.255, -3.651, 1.091], [-2.132, -2.264, 0.316], [-2.217, -1.255, -0.361]], "lowdin_spin": [0.0074, 0.0000, 0.0038, 0.0002, 0.0020, 0.0004, 0.0001, 0.0000, 0.0000, 0.0003, 0.0000, 0.0002, 0.0000, 0.0000, 0.0000, 0.0000, 0.0000, 0.0000, 0.0000, 0.0000, 0.0000, 0.0000, 0.0000, -0.0001, 0.0000, 0.0000, 0.0000, 0.0000, 0.0000, 0.0000, 0.0000, 0.1524, -0.0002, 0.0470, 0.0060, 0.0026, -0.0002, -0.0011, 0.0003, 0.0039, -0.0008, -0.0005, 0.0007, 0.1756, 0.0085, 0.0113, 0.0092, -0.0021, -0.0004, 0.0127, 0.0008, -0.0014, -0.0002, 0.0139, 0.0012, 0.0075, 0.0174, 0.0050, -0.0033, -0.0006, 0.0199, 0.0013, -0.0029, -0.0005, 0.0177, 0.0019, 1.2511, 0.0004, 0.0008, 0.0056, -0.0002, 0.0007, 0.0001, 0.0000, 0.0029, 0.0011, 0.0005, 0.0006, -0.0001, 0.0017, 0.0005, 0.0001, 0.0001, 0.0007, 0.0000, 0.0000, 0.0000, 0.0000, 0.0000, 0.0000, 0.0000, 0.0000, 0.0000, 0.0000, 0.0000, 0.0000, 0.0910, 0.0399, 0.0856]}



[2]
{"formula": "C19H24N2O3S", "method": "the ωB97M-V functional and the def2-TZVPD basis", "smiles": "O=S(=O)(c1ccccc1)N(C[C@H](O)CN1CCCC1)c1ccccc1", "gap_ev": 9.089, "total_energy_ha": -1471.79632, "symbols": ["O", "S", "O", "N", "C", "C", "C", "C", "C", "C", "H", "H", "H", "H", "H", "C", "H", "H", "C", "C", "N", "C", "C", "H", "H", "C", "H", "H", "C", "H", "H", "H", "H", "H", "H", "O", "H", "H", "C", "C", "C", "C", "C", "C", "H", "H", "H", "H", "H"], "positions_angstrom": [[-0.766, -1.690, 3.068], [-0.651, -1.369, 1.678], [-1.161, -2.333, 0.744], [-1.381, 0.103, 1.333], [-1.388, 1.157, 2.252], [-0.525, 1.143, 3.350], [-0.516, 2.189, 4.254], [-1.351, 3.279, 4.086], [-2.205, 3.304, 2.999], [-2.229, 2.261, 2.091], [-2.908, 2.323, 1.258], [-2.868, 4.144, 2.849], [-1.337, 4.096, 4.792], [0.157, 2.146, 5.098], [0.120, 0.298, 3.518], [-2.143, 0.183, 0.107], [-3.168, 0.508, 0.311], [-2.195, -0.825, -0.302], [-1.520, 1.138, -0.937], [-0.288, 0.518, -1.631], [-0.733, -0.393, -2.679], [-0.079, -0.189, -3.963], [1.254, -0.962, -3.901], [2.060, -0.304, -3.577], [1.520, -1.372, -4.873], [0.988, -2.058, -2.855], [1.102, -3.058, -3.266], [1.667, -1.961, -2.007], [-0.467, -1.801, -2.410], [-1.154, -2.384, -3.032], [-0.643, -2.059, -1.369], [-0.725, -0.623, -4.732], [0.047, 0.872, -4.180], [0.295, 1.332, -2.072], [0.337, 0.020, -0.885], [-2.480, 1.488, -1.897], [-2.472, 0.768, -2.550], [-1.226, 2.067, -0.433], [1.095, -1.163, 1.279], [1.716, 0.070, 1.200], [3.060, 0.129, 0.863], [3.766, -1.035, 0.608], [3.134, -2.266, 0.688], [1.791, -2.330, 1.024], [1.265, -3.269, 1.083], [3.682, -3.173, 0.485], [4.812, -0.983, 0.343], [3.552, 1.088, 0.798], [1.160, 0.974, 1.392]], "lowdin_charge": [-0.2578, 0.7050, -0.2908, -0.1453, -0.2424, -0.0504, -0.0716, -0.0964, -0.0794, -0.0223, 0.1064, 0.1055, 0.0996, 0.1067, 0.0909, -0.1319, 0.1310, 0.1080, -0.3429, -0.1154, -0.1718, -0.1841, -0.1568, 0.1008, 0.1010, -0.1492, 0.1044, 0.0881, -0.1656, 0.1230, 0.0848, 0.1178, 0.1174, 0.1313, 0.1008, -0.0253, 0.0885, 0.1414, -0.2674, -0.0757, -0.0596, -0.0724, -0.0685, -0.0618, 0.1199, 0.1093, 0.1061, 0.1090, 0.1084]}



[3]
{"formula": "C11H54N3O18", "method": "the ωB97M-V functional and the def2-TZVPD basis", "total_charge": -1, "gap_ev": 6.188, "total_energy_ha": -1970.14640, "symbols": ["N", "C", "C", "C", "C", "C", "C", "C", "N", "N", "C", "C", "C", "O", "C", "O", "O", "H", "H", "H", "H", "H", "H", "H", "H", "H", "H", "H", "H", "H", "H", "H", "H", "H", "H", "H", "H", "H", "H", "H", "H", "O", "H", "H", "O", "H", "H", "O", "H", "H", "O", "H", "H", "O", "H", "H", "O", "H", "H", "O", "H", "H", "O", "H", "H", "O", "H", "H", "O", "H", "H", "O", "H", "H", "O", "H", "H", "O", "H", "H", "O", "H", "H", "O", "H", "H"], "positions_angstrom": [[4.355, -0.755, 1.187], [3.443, -0.053, 2.134], [2.796, 1.177, 1.512], [1.268, 1.229, 1.703], [0.569, 1.885, 0.498], [0.231, 1.011, -0.735], [1.338, 0.008, -1.019], [0.973, -1.206, -1.870], [0.221, -0.859, -3.065], [-1.084, 0.378, -0.644], [-1.191, -0.555, 0.469], [-2.097, -1.771, 0.182], [-1.528, -2.963, 0.893], [-2.087, -4.205, 0.486], [0.144, 2.037, -1.926], [1.197, 2.637, -2.302], [-0.980, 2.241, -2.382], [5.300, -0.730, 1.540], [4.115, -1.735, 1.149], [4.021, 0.213, 3.011], [2.693, -0.762, 2.462], [3.008, 1.153, 0.460], [3.230, 2.088, 1.895], [0.902, 0.249, 1.980], [1.074, 1.864, 2.557], [1.254, 2.646, 0.149], [-0.322, 2.424, 0.805], [2.127, 0.503, -1.563], [1.790, -0.378, -0.111], [0.448, -1.961, -1.299], [1.932, -1.649, -2.148], [-0.359, -1.638, -3.327], [0.830, -0.596, -3.824], [-1.755, 1.111, -0.486], [-0.225, -0.954, 0.741], [-1.617, -0.074, 1.349], [-3.122, -1.576, 0.473], [-2.077, -1.950, -0.885], [-1.653, -2.815, 1.964], [-0.458, -3.005, 0.716], [-1.396, -4.858, 0.585], [2.167, -0.482, -5.456], [2.575, 0.394, -5.422], [1.719, -0.503, -6.308], [4.657, 1.600, -5.499], [5.334, 0.919, -5.543], [5.132, 2.428, -5.605], [-1.813, 4.776, -3.664], [-1.222, 5.437, -3.297], [-1.695, 4.004, -3.082], [0.910, 2.951, 4.577], [1.530, 3.305, 5.221], [0.045, 3.046, 4.992], [3.823, 2.912, -0.741], [4.221, 3.760, -0.948], [3.159, 2.762, -1.442], [-2.375, -1.549, 4.131], [-1.599, -1.697, 4.683], [-2.913, -2.340, 4.247], [-4.766, -2.786, 5.487], [-4.642, -3.689, 5.171], [-5.509, -2.458, 4.967], [-5.946, -4.997, 7.453], [-5.304, -5.704, 7.566], [-5.469, -4.298, 6.989], [1.129, 5.299, -1.091], [1.164, 5.877, -1.859], [1.025, 4.405, -1.485], [-0.073, 0.211, 5.530], [0.285, 0.872, 4.924], [-1.024, 0.279, 5.390], [-1.545, 1.788, 3.579], [-1.116, 2.562, 3.194], [-2.480, 1.905, 3.384], [-3.378, 3.929, -6.162], [-2.890, 4.236, -5.383], [-3.247, 2.977, -6.144], [-0.570, -1.272, -7.127], [-0.366, -1.221, -6.184], [-0.578, -0.357, -7.425], [-1.832, -3.274, -4.065], [-1.361, -3.615, -4.832], [-2.756, -3.471, -4.240], [-0.238, -5.692, 2.191], [0.288, -5.186, 2.819], [-0.125, -6.609, 2.457]], "lowdin_charge": [-0.0045, -0.2622, -0.2066, -0.1877, -0.0996, -0.3745, -0.1231, -0.2483, 0.0468, 0.0226, -0.2169, -0.1562, -0.2979, -0.0788, -0.6325, -0.0833, -0.0101, 0.0442, 0.0463, 0.0937, 0.0942, 0.0583, 0.1044, 0.0847, 0.0622, 0.0966, 0.1113, 0.1113, 0.0911, 0.0896, 0.1014, 0.0269, 0.0295, 0.1050, 0.0868, 0.1055, 0.1062, 0.1047, 0.0939, 0.1054, 0.0336, -0.0536, 0.0299, 0.0183, -0.0439, 0.0386, 0.0356, -0.0698, 0.0226, 0.0133, -0.0482, 0.0547, 0.0357, -0.0694, 0.0263, 0.0178, -0.0556, 0.0280, 0.0039, -0.0416, 0.0472, 0.0635, -0.0595, 0.0313, -0.0076, -0.0873, 0.0148, -0.0028, -0.0746, -0.0096, 0.0052, -0.0438, 0.0348, 0.0558, -0.0806, -0.0064, 0.0239, -0.0589, 0.0225, 0.0387, -0.0490, 0.0334, 0.0377, -0.0371, 0.0488, 0.0426]}